(1)
{
  "formula": "C4H6N2OS",
  "method": "wB97M-V/def2-TZVPD",
  "species": ["C", "C", "C", "C", "N", "N", "O", "S", "H", "H", "H", "H", "H", "H"],
  "xyz": [[-1.32961, -0.52169, -0.27777], [0.61522, -1.92274, -0.49985], [-0.92283, 0.62192, 0.63054], [0.46839, 1.09374, 0.24753], [-0.56155, -1.53500, -0.49623], [1.42219, 0.04288, 0.51092], [0.46143, 1.33145, -1.13846], [2.93602, 0.00553, 0.34464], [-2.36263, -0.35829, -0.80441], [1.00540, -2.85865, 0.11852], [-1.67593, 1.40890, 0.60191], [-1.04538, 0.17510, 1.67788], [0.50860, 2.06183, 0.65531], [0.48068, 0.45500, -1.57054]],
  "nbo_charge": [-0.0296, -0.0026, -0.4721, 0.1822, -0.3712, -0.6217, -0.6931, 0.4706, 0.2021, 0.1996, 0.2314, 0.2280, 0.1969, 0.4794],
  "max_force_ha_per_bohr": 0.0558,
  "de_lowest_kj_mol": 677.06,
  "e_homo_ev": [-7.75, -7.71],
  "e_tot_ha": -738.7468,
  "total_charge": 0,
  "orbital_gap_ev": [6.3949, 6.5348],
  "e_lumo_ev": [-1.354, -1.178]
}

(2)
{
  "formula": "C4H6N2OS",
  "method": "wB97M-V/def2-TZVPD",
  "species": ["C", "C", "C", "C", "H", "H", "H", "H", "H", "H", "N", "N", "O", "S"],
  "xyz": [[1.89168, 0.08705, -0.64850], [-0.13083, 1.19381, 0.81254], [-1.13215, 0.42656, 1.23612], [-0.38983, -0.73736, -0.39697], [2.36132, -0.98291, -0.39545], [2.11583, -0.07350, -1.96783], [2.38600, 1.00165, -0.39542], [0.45180, 2.03060, 1.13374], [-3.38850, -0.01951, 1.49328], [-0.74759, -1.96345, -1.88401], [0.46351, 0.34301, -0.22458], [-1.44612, -0.79773, 0.39883], [0.02491, -1.33019, -1.48936], [-2.46001, 0.82198, 2.32760]],
  "nbo_charge": [-0.4185, -0.1285, -0.0474, 0.6512, 0.2273, 0.2009, 0.2110, 0.2328, 0.1832, 0.5109, -0.4158, -0.5349, -0.6601, -0.0120],
  "max_force_ha_per_bohr": 0.1295,
  "de_lowest_kj_mol": 412.69,
  "e_homo_ev": -8.03,
  "e_tot_ha": -738.8475,
  "total_charge": 0,
  "orbital_gap_ev": 8.5096,
  "e_lumo_ev": 0.481
}

(3)
{
  "formula": "C4H6N2OS",
  "method": "wB97M-V/def2-TZVPD",
  "species": ["O", "C", "C", "N", "N", "C", "C", "S", "H", "H", "H", "H", "H", "H"],
  "xyz": [[2.31019, 1.22755, 1.46894], [1.84121, -0.01818, 1.13682], [0.70135, 0.01166, 0.07445], [0.77821, -0.76376, -0.99186], [-0.17733, -0.51944, -2.02471], [-1.46941, -0.31205, -1.74317], [-1.93997, -0.20395, -0.31790], [-0.74198, 0.89281, 0.49836], [1.60999, 1.86696, 1.89123], [2.65675, -0.56339, 0.67364], [1.52419, -0.49167, 2.08714], [-2.14339, -0.07780, -2.61046], [-3.01234, 0.13382, -0.20117], [-1.93747, -1.18257, 0.05870]],
  "nbo_charge": [-0.7080, -0.0895, 0.0386, -0.2742, -0.2361, 0.0506, -0.6051, 0.2628, 0.4764, 0.2096, 0.1747, 0.2132, 0.2543, 0.2329],
  "max_force_ha_per_bohr": 0.0762,
  "de_lowest_kj_mol": 359.44,
  "e_homo_ev": -9.38,
  "e_tot_ha": -738.8678,
  "total_charge": 0,
  "orbital_gap_ev": 9.3783,
  "e_lumo_ev": 0.001
}

(4)
{
  "formula": "C4H6N2OS",
  "method": "wB97M-V/def2-TZVPD",
  "species": ["C", "C", "C", "C", "N", "N", "O", "S", "H", "H", "H", "H", "H", "H"],
  "xyz": [[3.19177, 0.68594, -0.14118], [0.88876, 0.21072, -0.48004], [-1.77328, -0.31900, 1.06134], [-1.42835, -0.13751, -0.38318], [2.64410, 1.37511, -1.08077], [1.34449, 1.10866, -1.27077], [-1.81698, -1.17050, -1.21088], [2.07431, -0.39352, 0.72578], [4.25465, 0.72367, -0.03064], [-1.37524, -1.14903, 1.66669], [-2.92632, -0.45678, 1.06797], [-1.41550, 0.64932, 1.44649], [-1.64613, 0.77801, -0.73435], [-2.01628, -1.90510, -0.63646]],
  "nbo_charge": [-0.1443, -0.0483, -0.7149, 0.3363, -0.2574, -0.3516, -0.6520, 0.2476, 0.2210, 0.2369, 0.2279, 0.2486, 0.1742, 0.4759],
  "max_force_ha_per_bohr": 0.1070,
  "de_lowest_kj_mol": 510.32,
  "e_homo_ev": -9.01,
  "e_tot_ha": -738.8103,
  "total_charge": 0,
  "orbital_gap_ev": 9.2519,
  "e_lumo_ev": 0.246
}

(5)
{
  "formula": "C4H6N2OS",
  "method": "wB97M-V/def2-TZVPD",
  "species": ["C", "C", "C", "C", "N", "N", "O", "S", "H", "H", "H", "H", "H", "H"],
  "xyz": [[-1.02722, 1.10797, -0.84526], [-0.44154, -0.19916, -0.76223], [0.59451, 2.67469, 0.08348], [-0.20603, -1.58405, 1.35967], [-0.26329, 2.10342, -0.58663], [0.11265, -0.43941, 0.59376], [2.03087, -1.42837, -1.04197], [1.44517, -0.16124, -0.51394], [-1.97745, 1.21455, -1.34769], [-0.60756, -0.93031, -1.52921], [1.38966, 3.20339, -0.18175], [0.36577, -1.63514, 2.29649], [-0.20882, -2.43134, 0.64954], [-1.20673, -1.49499, 1.82574]],
  "nbo_charge": [-0.1231, -0.2268, 0.0344, -0.4279, -0.2743, -0.5817, -0.9322, 1.2888, 0.2103, 0.2300, 0.1719, 0.2222, 0.1962, 0.2122],
  "max_force_ha_per_bohr": 0.1017,
  "de_lowest_kj_mol": 649.88,
  "e_homo_ev": [-7.88, -7.88],
  "e_tot_ha": -738.7572,
  "total_charge": 0,
  "orbital_gap_ev": [8.2968, 8.2973],
  "e_lumo_ev": [0.416, 0.416]
}

(6)
{
  "formula": "C4H6N2S",
  "method": "wB97M-V/def2-TZVPD",
  "species": ["C", "C", "C", "C", "N", "N", "S", "H", "H", "H", "H", "H", "H"],
  "xyz": [[1.33520, -1.33940, -0.98274], [-0.61950, 1.03828, 0.92507], [0.75139, -1.03474, 0.30941], [-1.75328, 1.30047, 0.10488], [1.66931, -1.61462, -2.04522], [0.70259, 0.47129, 0.44153], [-2.11309, 0.78033, -1.37084], [-0.26781, 1.87507, 1.54974], [-0.95945, 0.30609, 1.65344], [-0.21637, -1.41499, 0.34303], [1.38606, -1.37216, 1.22596], [1.05241, 0.98127, -0.26011], [-0.96747, 0.02311, -1.89415]],
  "nbo_charge": [0.2657, -0.3860, -0.3343, -0.2679, -0.3073, -0.6259, 0.2900, 0.2480, 0.2525, 0.2267, 0.2411, 0.3626, 0.0348],
  "max_force_ha_per_bohr": 0.1026,
  "de_lowest_kj_mol": 425.14,
  "e_homo_ev": -8.69,
  "e_tot_ha": -663.5666,
  "total_charge": 0,
  "orbital_gap_ev": 8.5968,
  "e_lumo_ev": -0.091
}

(7)
{
  "formula": "C4H6N2S",
  "method": "wB97M-V/def2-TZVPD",
  "species": ["H", "N", "C", "N", "C", "C", "C", "S", "H", "H", "H", "H", "H"],
  "xyz": [[1.24363, 2.65996, 0.09144], [0.63099, 1.88146, -0.26347], [1.31879, 0.79097, -0.10058], [0.80487, -0.41670, -0.63215], [0.31280, -1.49138, 0.25551], [-0.62234, -0.65201, -0.58894], [-1.53140, 0.21403, 0.20111], [-3.08010, 0.39662, -0.18071], [2.27357, 0.67487, 0.44508], [0.45262, -2.47270, -0.13185], [0.37667, -1.24450, 1.32794], [-1.07249, -1.03151, -1.54169], [-1.10761, 0.69088, 1.11831]],
  "nbo_charge": [0.3457, -0.6543, 0.2579, -0.4075, -0.2256, -0.1511, -0.2698, 0.0650, 0.1715, 0.2192, 0.2073, 0.2335, 0.2080],
  "max_force_ha_per_bohr": 0.0566,
  "de_lowest_kj_mol": 264.90,
  "e_homo_ev": -8.64,
  "e_tot_ha": -663.6276,
  "total_charge": 0,
  "orbital_gap_ev": 8.5698,
  "e_lumo_ev": -0.067
}

(8)
{
  "formula": "C4H6N2S",
  "method": "wB97M-V/def2-TZVPD",
  "species": ["C", "N", "N", "C", "C", "C", "S", "H", "H", "H", "H", "H", "H"],
  "xyz": [[1.92239, 0.55849, 0.02015], [1.04751, 1.46852, -0.11433], [-0.33672, 1.35740, -0.17505], [-0.65226, 0.11249, 0.48365], [-1.42929, -1.07595, -0.00399], [-0.05976, -0.93354, -0.49023], [1.64477, -1.24977, 0.06725], [2.93517, 0.84197, 0.03204], [-0.77759, 2.17201, 0.28956], [-0.36781, -0.01864, 1.54796], [-1.79955, -1.67418, 0.76436], [-2.09240, -0.95481, -0.86663], [-0.03444, -0.60399, -1.55475]],
  "nbo_charge": [-0.0927, -0.2690, -0.4298, -0.1058, -0.4033, -0.3686, 0.1929, 0.2032, 0.3730, 0.2002, 0.2313, 0.2318, 0.2367],
  "max_force_ha_per_bohr": 0.0484,
  "de_lowest_kj_mol": 368.45,
  "e_homo_ev": -8.35,
  "e_tot_ha": -663.5882,
  "total_charge": 0,
  "orbital_gap_ev": 9.2975,
  "e_lumo_ev": 0.948
}

(9)
{
  "formula": "C4H6N2S",
  "method": "wB97M-V/def2-TZVPD",
  "species": ["C", "C", "C", "C", "N", "N", "S", "H", "H", "H", "H", "H", "H"],
  "xyz": [[-0.14590, -0.53218, 1.19287], [-0.09033, 0.77164, 1.23275], [-0.45939, -1.23382, 0.05031], [0.07691, 1.61172, 0.17017], [-0.88447, -0.72528, -1.12356], [1.14646, 0.08445, -1.80685], [0.54634, 1.48972, -1.47464], [0.05610, -1.25474, 1.98582], [-0.19687, 1.26790, 2.16624], [-0.34704, -2.31457, 0.02376], [-0.00128, 2.65649, 0.28328], [-1.20703, -1.42226, -1.70080], [1.50650, -0.39908, -0.99935]],
  "nbo_charge": [-0.2801, -0.2166, -0.0021, -0.4939, -0.6101, -0.8414, 0.9154, 0.2255, 0.2191, 0.1638, 0.2178, 0.3410, 0.3617],
  "max_force_ha_per_bohr": 0.0874,
  "de_lowest_kj_mol": 409.20,
  "e_homo_ev": [-8.46, -8.46],
  "e_tot_ha": -663.5727,
  "total_charge": 0,
  "orbital_gap_ev": [7.8693, 7.8721],
  "e_lumo_ev": [-0.588, -0.586]
}